{
  "formula": "C26H18N5ORuS3",
  "method": "ωB97M-V/def2-TZVPD",
  "homo_energy_ev": [-8.134, -8.073],
  "e_tot_ev": -71838.3267,
  "multiplicity": 2,
  "gap_ha": [0.26158, 0.25299],
  "s2": 0.76,
  "relative_energy_kcal_mol": 6.1,
  "elements": ["Ru", "S", "C", "N", "C", "C", "C", "C", "C", "C", "S", "H", "H", "H", "H", "C", "C", "C", "C", "C", "C", "C", "C", "N", "H", "H", "H", "H", "H", "H", "N", "C", "C", "C", "N", "C", "N", "C", "S", "O", "C", "C", "C", "C", "C", "C", "H", "H", "H", "H", "H", "H", "H", "H"],
  "xyz": [[1.004871, -0.536778, -0.263632], [3.021118, -1.399668, 0.640324], [2.419731, -0.488046, 1.973929], [1.288163, 0.131033, 1.712341], [0.846240, 0.906952, 2.763957], [-0.304895, 1.688203, 2.783277], [-0.585302, 2.412162, 3.926969], [0.260889, 2.359258, 5.036636], [1.405709, 1.583124, 5.024556], [1.696209, 0.858154, 3.876366], [3.061936, -0.182863, 3.553822], [-0.951957, 1.707923, 1.916265], [-1.473683, 3.028193, 3.966615], [0.018567, 2.934531, 5.919858], [2.058931, 1.546616, 5.885956], [0.807117, 1.268062, -1.205419], [2.258717, 1.543664, -1.149305], [2.795542, 2.242758, -0.055504], [4.156229, 2.337859, 0.114376], [5.012587, 1.739658, -0.819308], [4.496960, 1.084686, -1.935483], [3.127182, 0.992026, -2.096832], [6.429750, 1.819640, -0.628191], [7.567006, 1.883942, -0.474845], [0.414432, 1.089115, -2.203809], [0.182121, 1.937963, -0.619779], [2.126535, 2.687805, 0.671368], [4.572217, 2.864575, 0.962502], [5.167348, 0.639520, -2.657352], [2.714764, 0.462295, -2.946386], [0.942404, -1.512602, -2.097103], [0.684718, -2.518068, -2.627020], [0.238985, -3.679207, -3.229050], [-1.153077, -3.904810, -3.175730], [-2.291110, -4.072526, -3.060860], [1.133489, -4.600376, -3.820808], [1.861506, -5.349906, -4.306166], [-2.246414, -2.788843, 0.317538], [-1.918262, -1.502897, -0.880791], [-1.078646, -0.471679, -0.087658], [-3.535236, -0.769378, -0.985742], [-4.440060, -1.355134, -1.859524], [-5.711981, -0.812036, -1.956643], [-6.053103, 0.303420, -1.204003], [-5.127295, 0.883852, -0.347523], [-3.854823, 0.346055, -0.229248], [-2.666603, -2.346771, 1.218628], [-1.301553, -3.290722, 0.519258], [-2.935220, -3.490079, -0.152406], [-4.155241, -2.221939, -2.445353], [-6.433172, -1.258114, -2.627813], [-7.045180, 0.726254, -1.290180], [-5.395321, 1.758133, 0.230219], [-3.113844, 0.785009, 0.424730]],
  "forces_ev_per_angstrom": [[-0.147, -0.100, -0.239], [0.078, -0.053, -0.058], [-0.287, 0.323, 0.010], [0.272, -0.090, 0.052], [0.044, -0.036, -0.039], [-0.013, 0.023, 0.067], [-0.018, -0.024, -0.069], [0.013, 0.015, 0.056], [0.021, 0.006, 0.031], [-0.033, 0.028, -0.003], [-0.089, 0.003, -0.114], [-0.006, 0.001, -0.013], [-0.005, 0.003, -0.005], [0.004, -0.002, 0.004], [0.002, 0.001, 0.004], [0.384, -0.080, 0.165], [-0.294, 0.124, 0.092], [-0.016, -0.045, -0.088], [0.102, -0.047, -0.074], [-0.225, 0.000, -0.012], [0.019, 0.061, 0.098], [-0.079, -0.030, 0.000], [0.220, -0.001, 0.006], [-0.022, 0.008, 0.009], [-0.017, 0.037, 0.000], [0.061, 0.072, -0.007], [-0.009, -0.004, -0.011], [0.022, -0.008, -0.001], [0.018, 0.006, 0.006], [0.003, 0.001, 0.017], [-0.170, -0.284, 0.184], [0.012, 0.133, -0.029], [0.083, 0.252, 0.005], [-0.136, -0.202, 0.051], [-0.022, 0.148, 0.018], [0.043, -0.088, -0.040], [0.024, -0.008, -0.003], [-0.079, -0.028, -0.109], [0.090, 0.115, 0.004], [0.004, -0.172, -0.013], [0.073, -0.026, 0.083], [0.005, -0.061, -0.014], [-0.008, -0.010, 0.001], [0.007, 0.003, 0.000], [-0.014, 0.005, 0.005], [0.034, 0.009, 0.000], [0.009, 0.025, -0.007], [0.035, 0.017, -0.009], [-0.013, -0.021, 0.015], [0.024, -0.007, -0.035], [0.000, 0.002, -0.004], [0.001, 0.006, 0.000], [-0.004, 0.004, 0.003], [0.003, -0.003, 0.006]]
}

***

{
  "formula": "C3H3AlLiO2",
  "method": "ωB97M-V/def2-TZVPD",
  "homo_energy_ev": [-18.448, -18.006],
  "charge": 2,
  "e_tot_ev": -14031.3009,
  "multiplicity": 2,
  "gap_ha": [0.26757, 0.19372],
  "s2": 0.77,
  "relative_energy_kcal_mol": 52.1,
  "elements": ["H", "O", "C", "C", "C", "O", "Li", "Al", "H", "H"],
  "xyz": [[-2.241782, 0.242219, -0.580066], [1.077841, 0.547913, 0.683982], [-0.020672, -0.194746, 0.689026], [-0.352235, -1.141373, -0.219282], [-1.148296, 0.441226, -0.621916], [-0.730394, 1.477490, -1.122653], [0.830614, 2.001069, -0.507108], [2.538928, 0.051924, 1.163404], [0.333988, -1.891273, -0.611190], [-0.287990, -1.534450, 1.125806]],
  "forces_ev_per_angstrom": [[0.731, -0.179, 0.183], [-3.210, 1.477, 0.286], [-0.227, 0.507, -2.692], [1.617, -1.062, 1.979], [-3.712, 1.950, 0.052], [0.181, -3.423, 0.746], [0.717, 1.386, -0.298], [5.503, -1.641, 1.828], [0.160, 0.073, -1.142], [-1.759, 0.912, -0.942]]
}